The following is a quantum chemistry calculation of a 31-piece molecular cluster, C12H83NO36S3 overall in a non-equilibrium geometry, from the OMol25 dataset.

Results
- orbital gap (eV) = 7.554
- calculated total energy (eV) = -121486.804
- largest force on an atom (eV Å⁻¹) = 8.7
- HOMO level (eV) = -8.065

The geometry in ORCA input format:
```
! wB97M-V def2-TZVPD RIJCOSX def2/J DEFGRID3
* xyz 0 1
C 3.242 -2.180 1.494
C 2.511 -1.830 0.050
N 1.383 -2.772 -0.311
C 0.422 -3.009 0.832
C -0.115 -1.656 1.585
C 0.688 -2.394 -1.600
S 0.542 -3.626 -2.803
S 0.000 -0.712 -2.054
C -1.720 -0.530 -1.337
C -2.124 0.987 -0.866
C -0.902 1.870 -0.224
O -1.308 2.566 1.043
C 0.015 2.778 1.718
O 0.238 2.042 2.812
O 0.967 3.726 1.101
C 2.289 3.118 0.884
C 2.587 2.647 -0.664
C 4.223 2.415 -0.923
S 4.493 1.696 -2.649
O 3.391 2.291 -3.592
O 5.859 2.074 -3.284
O 4.300 -0.025 -2.697
H 3.136 -3.306 1.810
H 2.824 -1.436 2.326
H 4.410 -1.959 1.432
H 3.348 -1.960 -0.776
H 2.213 -0.695 0.043
H -0.503 -3.628 0.408
H 0.900 -3.711 1.672
H 0.228 -1.632 2.710
H -1.308 -1.646 1.617
H 0.204 -0.647 1.084
H -2.477 -0.817 -2.214
H -1.971 -1.307 -0.467
H -2.683 1.620 -1.709
H -2.937 0.867 0.000
H 0.063 1.267 0.049
H -0.697 2.759 -0.993
H 3.092 3.967 1.124
H 2.543 2.222 1.601
H 2.097 1.588 -0.917
H 2.276 3.466 -1.475
H 4.841 3.405 -0.817
H 4.681 1.646 -0.137
H 4.983 -0.357 -2.034
O 6.392 -2.648 0.239
H 7.222 -2.292 0.592
H 6.674 -3.375 -0.335
O 1.736 5.270 -2.219
H 1.052 4.972 -2.836
H 1.301 5.968 -1.706
O -1.636 -3.262 3.081
H -1.610 -3.039 4.023
H -2.566 -3.483 2.918
O -2.486 -2.064 5.587
H -2.124 -1.967 6.481
H -3.001 -1.254 5.454
O -5.266 1.996 -0.351
H -4.562 2.376 0.196
H -6.076 2.183 0.148
O 4.559 -2.443 4.090
H 5.264 -2.064 4.636
H 3.750 -2.256 4.589
O -1.005 1.027 -4.458
H -1.532 1.123 -5.266
H -0.089 1.030 -4.775
O 8.152 -0.592 1.354
H 8.197 0.103 0.680
H 8.923 -0.423 1.916
O 1.065 6.640 2.606
H 0.881 7.258 1.882
H 0.827 5.774 2.241
O -4.539 -4.538 2.383
H -4.695 -5.251 3.021
H -5.093 -4.777 1.625
O 4.559 4.592 2.619
H 5.264 4.971 3.165
H 3.750 4.779 3.117
O -6.822 -5.635 0.411
H -7.229 -5.042 -0.238
H -7.475 -6.342 0.524
O -2.874 2.615 -6.228
H -2.848 2.838 -5.285
H -3.804 2.395 -6.390
O 2.383 8.276 -3.472
H 2.941 8.229 -4.263
H 2.250 7.349 -3.224
O -0.617 6.683 5.331
H -0.059 6.636 4.540
H -0.750 5.756 5.579
O -9.140 -5.890 2.312
H -8.436 -5.511 2.858
H -9.950 -5.703 2.811
O -6.979 3.907 -0.843
H -7.507 4.003 -1.650
H -6.064 3.910 -1.160
O -4.115 2.289 2.212
H -3.410 2.668 2.759
H -4.924 2.476 2.711
O 0.821 6.536 8.235
H 0.293 6.632 7.428
H 1.736 6.538 7.919
O -3.478 -3.132 -0.778
H -4.306 -3.049 -1.275
H -3.766 -3.363 0.118
O 2.245 3.730 8.180
H 1.713 3.027 7.777
H 1.593 4.398 8.438
O -0.499 -3.150 -6.363
H -0.137 -3.053 -5.469
H -1.014 -2.341 -6.496
O 1.923 -6.362 -4.145
H 1.239 -6.661 -4.763
H 1.488 -5.665 -3.632
O 5.822 2.599 -6.279
H 4.994 2.683 -6.776
H 5.534 2.368 -5.383
O 3.985 0.476 3.098
H 4.690 0.856 3.645
H 3.176 0.663 3.597
O -0.495 -6.639 -3.440
H 0.136 -6.966 -2.781
H -1.291 -7.169 -3.285
O 2.609 5.839 -4.853
H 3.166 5.792 -5.644
H 2.475 4.912 -4.606
O -7.397 -8.184 3.659
H -7.803 -7.590 3.010
H -8.050 -8.891 3.771
O -3.021 -4.512 -5.781
H -2.191 -4.156 -5.429
H -2.738 -5.239 -6.355
O -3.998 -6.785 -4.361
H -3.515 -7.493 -4.814
H -4.036 -6.072 -5.015
*
```